Entry 1:
60
Properties=species:S:1:pos:R:3:mulliken_charge:R:1 method="wB97M-V/def2-TZVPD" charge=0 orbital_gap_ev=8.8 homo_energy_ev=-8.9 de_lowest_kj_mol=680.9 spin_multiplicity=1 e_lumo_ev=-0.1
C -1.28420 0.69567 0.87393 0.17
N -0.45126 -0.33698 0.09242 0.30
C 0.95029 -0.66384 0.81091 1.13
C 0.62590 -1.78169 1.84484 -0.92
O 0.54177 -3.03466 1.20761 -0.45
C 1.88447 -1.12828 -0.27557 -1.04
O 2.43532 -0.22218 -1.11269 -0.58
H -1.27147 1.66065 0.18214 -0.64
H -0.77694 0.79356 1.84314 0.35
H -2.29622 0.29911 1.15004 0.01
H -0.36437 0.19794 -0.80820 -0.19
H 1.21852 0.29425 1.14287 0.04
H -0.18674 -1.45692 2.48880 0.34
H 1.49525 -1.71900 2.57871 0.31
H -0.44348 -3.41197 1.19456 0.34
H 1.36505 -1.82304 -0.98248 0.16
H 2.62557 -1.65921 0.14989 0.77
H 1.66558 0.02946 -1.83440 0.26
H 3.68932 -0.92419 2.37573 0.32
H 4.12820 -1.82096 3.37233 0.27
O 3.55798 -1.84662 2.65582 -0.57
H -3.16778 3.57672 0.52782 0.33
H -3.88362 2.25046 0.22884 0.26
O -3.40996 2.94419 -0.20334 -0.71
H -3.41018 0.50037 -2.09060 0.32
H -3.20319 -0.53798 -1.07294 0.34
O -3.52179 -0.47238 -1.95785 -0.65
H -0.15726 0.91824 -3.35122 0.24
H -0.41169 1.93656 -2.25260 0.19
O 0.07900 1.07184 -2.45714 -0.46
H 1.77526 -4.72634 0.54407 0.34
H 0.38079 -5.19866 0.38526 0.29
O 1.26514 -5.42078 0.17506 -0.60
H -0.10194 3.10759 -0.28922 0.36
H 1.19600 2.86428 0.48145 0.34
O 0.34633 3.11488 0.49692 -0.72
H -0.82922 3.46030 1.54165 0.48
H -1.21281 4.86927 1.89428 0.31
O -1.52516 3.91769 2.04539 -0.71
H 5.46705 0.10751 -0.23394 0.32
H 4.12003 0.59239 -0.25956 0.28
O 4.98651 0.70499 0.25784 -0.65
H -0.71914 -1.34952 -3.05977 0.33
H -0.80945 -2.51157 -2.21898 0.28
O -0.67269 -2.25158 -3.11898 -0.63
H -3.20492 0.31551 3.34710 0.34
H -4.69074 0.78605 3.39085 0.29
O -3.93457 0.71803 2.74232 -0.65
H 3.03456 2.62908 1.97945 0.24
H 2.89143 1.41656 0.95586 0.19
O 2.47756 2.10618 1.48618 -0.68
H -3.82761 -1.63604 2.18773 0.31
H -2.80429 -1.54695 0.95252 0.36
O -3.08804 -2.14331 1.74516 -0.67
H 0.76554 -1.37951 -4.86432 0.33
H 1.69855 -1.20210 -3.98955 0.31
O 1.40317 -0.66363 -4.75221 -0.62
H -2.05536 3.82040 -2.66010 0.33
H -2.27589 3.05230 -1.44970 0.30
O -1.60461 3.10899 -2.16623 -0.64

=====

Entry 2:
14
Properties=species:S:1:pos:R:3:mulliken_charge:R:1 method="wB97M-V/def2-TZVPD" charge=+2 orbital_gap_ev=8.6 homo_energy_ev=-16.3 de_lowest_kj_mol=0.0 spin_multiplicity=1 e_lumo_ev=-7.7
O -3.54752 3.88624 -1.39709 -0.43
C -4.25916 4.78923 -1.61025 0.57
O -4.97091 5.65526 -1.83133 -0.20
O 0.20701 0.14760 -0.41966 -0.85
C 2.32022 -3.00009 1.90520 0.76
C 0.42375 -1.06150 0.05938 0.34
O 2.56366 -3.46030 2.91316 -0.11
O 2.21146 -2.63858 0.76949 -0.15
C 1.93164 -1.22298 0.19307 -0.53
Ba -1.62846 2.07381 -0.93140 2.01
F -0.00975 -2.05814 -0.83013 -0.31
H -0.06360 -1.31535 1.03944 0.24
H 2.38079 -0.53363 0.91158 0.41
H 2.44087 -1.26155 -0.77144 0.25

=====

Entry 3:
16
Properties=species:S:1:pos:R:3:mulliken_charge:R:1 method="wB97M-V/def2-TZVPD" charge=+1 orbital_gap_ev=4.6 homo_energy_ev=-13.9 spin_multiplicity=1 e_lumo_ev=-9.3
N -0.52482 1.37338 -0.54427 -0.52
C -0.10308 -0.02697 -0.61090 -0.22
C -1.32156 -0.99435 -0.65631 0.65
O -2.55437 -0.42194 -0.59271 -0.10
O -1.14595 -2.15787 -0.74797 -0.41
N 0.83089 -0.47576 0.41453 0.17
C 0.29185 -0.45495 1.72358 0.55
O -0.39376 0.37727 2.20054 -0.39
F 0.66249 -1.49673 2.45857 -0.22
C 2.11479 0.13523 0.31695 0.43
O 2.39238 1.24220 0.60170 -0.38
F 3.05493 -0.69129 -0.12656 -0.20
H -0.09537 1.87856 0.22343 0.32
H -0.21526 1.83532 -1.39131 0.28
H 0.40683 -0.15676 -1.57728 0.58
Be -3.40001 0.03465 -1.69196 0.46